[1]
Molecular formula: C23H61O8Zn
Method: DFT, the ωB97M-V functional and the def2-TZVPD basis

The geometry in XYZ format:
```
93
Properties=species:S:1:pos:R:3:forces:R:3
Zn -18.033 17.823 -4.723 -2.4 2.8 -2.7
C -21.413 19.524 -6.248 -0.7 1.0 0.8
C -20.007 19.724 -6.808 -1.1 -0.6 1.4
O -19.157 18.917 -6.048 2.6 -1.9 1.1
H -21.406 19.725 -5.177 0.5 0.1 0.4
H -21.906 18.552 -6.255 0.4 -0.2 -0.9
H -22.110 20.306 -6.549 -0.2 -0.1 -0.7
H -19.760 20.771 -6.636 -0.1 0.2 -0.2
H -19.991 19.568 -7.887 0.3 -0.4 -0.2
C -17.685 17.753 -11.880 0.7 1.2 1.5
C -17.619 19.290 -11.623 -0.1 1.1 -0.9
C -17.203 19.871 -10.253 -1.0 -2.0 0.0
O -16.666 19.829 -12.562 0.1 -0.4 -0.2
H -16.629 17.539 -11.717 0.1 -0.9 -0.6
H -18.077 17.435 -12.846 0.4 0.5 -0.1
H -18.243 17.203 -11.122 -0.2 0.2 0.2
H -18.553 19.779 -11.899 -0.4 -0.2 0.1
H -16.285 19.395 -9.909 0.3 0.4 -0.1
H -17.961 19.542 -9.543 -0.2 0.3 0.3
H -17.175 20.960 -10.269 0.2 -0.1 -0.1
H -16.099 20.435 -12.081 0.1 0.0 -0.2
C -20.312 22.573 -10.716 -0.4 -0.3 -0.7
C -21.353 21.726 -11.523 2.8 -0.6 0.7
C -21.623 20.388 -10.780 -1.7 0.5 -0.6
O -22.448 22.545 -11.705 -2.5 0.1 0.8
H -20.316 23.564 -11.170 0.8 -0.1 -0.2
H -19.349 22.068 -10.638 0.2 0.3 -0.4
H -20.592 22.807 -9.689 -0.6 -0.5 0.1
H -21.058 21.466 -12.539 1.0 0.0 0.1
H -22.214 20.650 -9.902 -0.1 -0.3 0.2
H -20.833 19.698 -10.484 0.7 0.9 -0.1
H -22.224 19.748 -11.426 -0.4 0.1 0.0
H -22.395 23.101 -12.485 0.3 -0.2 0.0
C -26.348 17.308 -6.130 0.7 -1.1 0.5
C -25.792 17.154 -4.701 0.4 0.5 0.0
C -24.622 18.139 -4.413 -1.1 0.5 -0.2
O -26.862 17.189 -3.750 0.4 0.5 -0.3
H -26.604 18.303 -6.497 0.0 0.0 0.4
H -27.180 16.611 -6.235 -0.2 0.3 0.0
H -25.565 16.875 -6.752 0.1 0.3 -0.4
H -25.352 16.161 -4.614 0.0 -0.3 -0.2
H -23.877 18.081 -5.207 0.2 -0.4 0.2
H -24.188 18.052 -3.417 0.1 -0.5 0.0
H -24.963 19.173 -4.459 -0.3 0.1 -0.1
H -26.543 17.631 -2.959 -0.1 0.0 0.1
C -22.484 23.655 -7.650 -0.6 -0.2 1.2
C -23.639 24.115 -8.567 0.0 -1.1 2.1
C -24.364 25.305 -8.105 -0.5 2.0 1.3
O -23.061 24.456 -9.720 1.0 0.6 -3.5
H -22.784 23.694 -6.603 -0.1 -0.1 0.2
H -21.584 24.267 -7.717 -0.4 0.5 -0.4
H -22.119 22.643 -7.830 -0.3 -0.3 -0.3
H -24.428 23.370 -8.671 0.2 -0.8 -0.2
H -24.906 25.827 -8.894 0.1 -0.4 -0.3
H -23.639 26.030 -7.734 0.0 0.2 0.2
H -25.107 25.124 -7.329 0.2 -0.2 0.2
H -22.810 23.654 -10.183 0.2 -0.1 -0.6
C -19.172 18.859 -0.862 -1.6 -1.1 0.6
C -19.991 18.257 -2.003 -1.5 -1.2 3.8
C -21.502 18.696 -1.866 1.0 -1.0 -0.3
O -19.441 18.659 -3.170 1.3 0.6 -3.3
H -19.751 18.635 0.034 0.1 0.1 0.3
H -19.228 19.942 -0.969 0.8 0.0 0.0
H -18.221 18.347 -0.715 0.3 0.7 -0.3
H -19.952 17.167 -2.017 -0.1 -0.1 0.4
H -21.931 18.017 -1.129 -0.1 0.3 0.1
H -22.054 18.522 -2.790 0.1 0.0 -0.1
H -21.643 19.729 -1.546 0.2 0.0 0.0
H -19.993 19.434 -3.292 0.7 0.8 -1.8
C -15.482 17.194 -8.399 -0.5 -0.6 1.4
C -16.788 17.143 -7.483 -0.2 -0.9 -3.0
C -17.626 15.844 -7.647 0.3 0.9 -1.1
O -16.553 17.199 -6.082 0.2 1.2 2.3
H -14.770 16.420 -8.115 0.1 -0.1 0.1
H -14.961 18.151 -8.366 -0.2 0.0 0.3
H -15.731 17.004 -9.443 -0.4 0.0 0.1
H -17.320 18.038 -7.804 -0.4 -0.2 0.7
H -17.638 15.534 -8.692 0.1 -0.1 0.0
H -18.675 15.994 -7.389 0.1 0.1 0.4
H -17.186 15.034 -7.066 0.0 -0.1 0.0
H -16.033 16.426 -5.850 0.3 -0.2 0.1
C -16.863 23.180 -7.345 0.4 1.1 0.0
C -17.868 23.375 -6.154 1.9 0.2 -2.6
C -19.200 23.693 -6.712 -1.3 0.5 0.0
O -17.929 22.213 -5.425 0.0 -1.4 1.6
H -17.126 22.509 -8.164 -0.6 -0.6 0.5
H -15.849 22.930 -7.031 -0.1 -0.2 0.3
H -16.751 24.101 -7.916 0.0 0.5 0.3
H -17.470 24.162 -5.514 -0.1 0.0 0.1
H -19.906 23.717 -5.882 -0.2 0.4 -0.1
H -19.567 22.918 -7.384 0.2 -0.3 -0.1
H -19.235 24.611 -7.299 0.0 0.2 0.3
H -18.330 21.546 -5.988 0.1 -0.3 0.0
```
Positions in Å, forces in eV/Å.

Charge: +1
LUMO energy in eV: -5.9
ΔE to the lowest compared entry with this formula, charge and spin in kJ/mol: 352.57
2S+1: 1
Orbital gap in Eh: 0.192

[2]
Molecular formula: C18H38BeBrN5O2Si
Method: DFT, the ωB97M-V functional and the def2-TZVPD basis

The geometry in XYZ format:
```
66
Properties=species:S:1:pos:R:3:forces:R:3
C -1.314 4.330 -0.367 0.0 0.0 -0.2
C 0.110 4.761 -0.047 -0.2 0.1 0.1
O 0.673 3.913 0.958 0.2 0.0 0.0
C 1.811 4.541 1.537 -0.2 -0.1 0.0
C 2.647 3.555 2.304 0.2 -0.1 -0.1
O 2.061 3.267 3.562 -0.3 0.2 0.1
C 2.054 1.933 3.963 0.3 0.0 -0.2
C 0.870 1.129 3.376 0.0 0.0 0.1
C -0.068 0.635 4.465 0.3 -0.2 0.0
N -0.870 -0.540 4.018 0.2 0.6 0.0
C -0.839 -0.849 2.668 -0.4 -0.8 0.8
N -2.014 -1.155 2.000 0.4 -0.5 -0.8
N 0.281 -0.900 2.024 0.5 2.0 -1.1
Si 0.246 -1.105 0.180 -0.4 -0.4 -0.1
C -0.615 0.279 -0.654 -0.2 0.2 0.1
C 2.096 -1.150 -0.349 0.0 0.2 0.4
C -0.367 -2.769 -0.301 0.2 0.0 0.5
C 1.396 -0.059 2.587 0.1 -0.7 0.3
H -1.467 4.253 -1.442 0.0 0.0 0.0
H -2.047 5.039 0.012 0.0 0.0 0.1
H -1.533 3.362 0.080 0.0 -0.1 0.0
H 0.104 5.793 0.317 0.0 0.0 0.1
H 0.753 4.748 -0.932 0.0 -0.1 0.0
H 2.432 4.994 0.757 0.0 0.0 0.0
H 1.480 5.328 2.221 0.1 0.1 0.0
H 2.783 2.639 1.714 -0.1 0.0 0.0
H 3.639 3.989 2.462 0.0 0.0 0.1
H 2.998 1.442 3.681 0.0 0.0 0.1
H 2.020 1.930 5.052 -0.1 0.0 0.0
H 0.337 1.795 2.690 0.0 0.0 -0.1
H 0.512 0.325 5.334 0.0 0.0 0.0
H -0.747 1.421 4.789 -0.1 0.0 0.0
H -0.588 -1.353 4.559 -0.6 -0.2 0.1
H -2.596 -0.406 1.663 -0.2 0.1 0.4
H -2.385 -2.089 1.957 -0.1 0.0 0.3
H -0.530 1.236 -0.140 0.1 0.1 0.0
H -1.673 0.018 -0.737 0.0 0.0 0.0
H -0.241 0.400 -1.671 0.0 0.0 0.0
H 2.145 -1.459 -1.390 -0.5 -0.8 -0.3
H 2.587 -0.121 -0.125 -0.3 0.0 0.1
H 2.781 -1.824 0.178 0.4 0.2 -0.2
H -1.387 -2.899 0.058 -0.1 -0.1 -0.3
H -0.343 -2.842 -1.388 -0.1 -0.2 0.0
H 0.243 -3.556 0.145 0.0 -0.1 -0.2
H 1.974 0.299 1.741 0.1 0.0 0.0
H 2.056 -0.677 3.201 0.0 -0.1 0.0
C -1.204 -6.706 -2.070 0.0 0.0 0.1
C -2.530 -7.108 -1.433 0.1 0.0 -0.1
C -3.736 -6.622 -2.247 0.0 -0.2 0.0
C -3.736 -5.168 -2.352 -0.1 -0.1 0.0
N -3.718 -4.024 -2.401 0.2 0.4 0.1
H -1.126 -5.618 -2.132 0.0 0.0 0.0
H -0.363 -7.074 -1.483 0.0 0.0 0.0
H -1.105 -7.109 -3.078 0.0 0.0 0.0
H -2.601 -6.699 -0.424 0.0 0.0 0.0
H -2.588 -8.192 -1.338 0.0 0.0 0.0
H -4.675 -6.927 -1.784 0.0 0.0 0.0
H -3.716 -7.037 -3.256 0.0 0.0 0.0
Br 2.745 0.540 -1.901 0.5 0.5 0.0
C 0.746 3.149 -6.047 -0.2 0.2 -0.4
C 1.463 3.630 -4.880 0.0 0.1 0.0
N 2.033 4.118 -4.011 0.0 -0.1 0.2
H 1.345 2.454 -6.634 0.0 0.0 0.0
H -0.207 2.693 -5.787 0.0 0.0 0.1
H 0.544 4.050 -6.679 -0.1 -0.8 0.2
Be 0.966 6.048 -6.771 0.1 0.6 0.0
```
Positions in Å, forces in eV/Å.

Charge: +2
LUMO energy in eV: -10.5
2S+1: 1
Orbital gap in Eh: 0.069

[3]
Molecular formula: C28H28IrN2Si
Method: DFT, the ωB97M-V functional and the def2-TZVPD basis

The geometry in XYZ format:
```
60
Properties=species:S:1:pos:R:3:forces:R:3
C -3.425 0.785 1.024 -0.9 -1.5 0.9
C -2.843 0.091 -0.105 -0.6 -0.4 0.2
C -2.187 -1.087 0.405 -0.7 -1.2 -0.7
H -2.938 0.383 -1.147 0.1 -0.1 0.2
C -2.299 -1.103 1.830 -0.6 0.3 -0.1
C -3.099 0.037 2.213 -1.9 0.2 -0.6
H -3.397 0.303 3.219 0.1 0.0 -0.1
H -4.013 1.690 0.986 0.2 0.0 0.0
H -1.749 -1.892 -0.182 -0.1 0.4 0.2
H -1.920 -1.872 2.502 -0.1 0.3 -0.3
Ir -1.249 0.661 1.194 2.9 1.9 1.1
C 1.343 0.548 0.253 -2.7 1.2 2.2
H 0.781 -0.177 0.995 1.6 0.7 -1.4
H 1.779 1.309 0.891 0.3 0.4 0.3
H 0.476 1.087 -0.301 1.9 -0.9 0.1
Si 0.581 -1.262 -1.634 1.6 -0.4 -1.1
C 1.212 -0.826 -3.344 -0.3 0.3 -0.4
C 0.204 -0.942 -4.331 0.6 0.1 -0.1
H -0.825 -1.172 -4.011 0.5 0.1 -0.3
C 0.522 -0.791 -5.688 0.1 -0.2 0.4
H -0.264 -0.949 -6.436 0.4 0.2 0.2
C 1.844 -0.513 -6.054 -0.1 0.2 0.4
H 2.090 -0.418 -7.105 0.0 0.0 0.1
C 2.844 -0.317 -5.082 -0.2 -0.3 0.2
H 3.877 -0.096 -5.383 -0.6 0.0 0.1
C 2.533 -0.467 -3.723 -0.9 -0.3 -0.3
H 3.294 -0.333 -2.952 -0.1 -0.1 -0.3
C 1.033 -3.012 -1.251 -0.1 -0.6 0.2
C 1.541 -3.817 -2.298 -0.3 -0.2 0.1
H 1.812 -3.363 -3.260 -0.3 -0.2 0.4
C 1.638 -5.201 -2.138 0.1 0.2 0.4
H 1.951 -5.826 -2.980 0.0 0.2 0.4
C 1.326 -5.774 -0.897 0.0 0.2 0.0
H 1.406 -6.852 -0.764 0.0 0.2 0.0
C 0.928 -4.979 0.186 0.1 0.4 -0.1
H 0.715 -5.421 1.162 0.1 0.0 -0.3
C 0.802 -3.594 0.022 -0.1 -0.2 -0.8
H 0.487 -2.944 0.850 0.1 -0.4 -0.2
H -0.793 -0.855 -1.598 -0.9 -0.1 -0.2
H 2.093 0.078 -0.313 0.7 -0.5 -0.7
C 0.335 0.605 5.210 -0.3 -1.4 -0.7
C 0.607 1.966 5.477 -0.1 0.8 -0.8
C 0.380 2.896 4.482 0.1 -0.7 0.3
C -0.132 2.468 3.231 -0.2 0.9 -0.7
N -0.342 1.131 2.962 0.1 -0.6 0.8
C -0.132 0.220 3.954 0.5 1.0 1.1
C -0.505 3.335 2.164 0.3 -0.7 0.7
C -0.429 4.744 2.191 -0.1 0.2 -0.3
C -0.921 5.482 1.143 0.3 -0.4 0.5
C -1.483 4.796 0.041 -0.4 -1.0 -1.0
C -1.513 3.406 0.023 0.3 1.3 0.6
N -1.005 2.677 1.056 -0.5 0.5 -0.7
H 0.500 -0.177 5.972 -0.1 0.6 -0.5
H 0.991 2.274 6.442 0.0 0.0 -0.1
H 0.575 3.958 4.590 0.0 -0.3 0.3
H -0.355 -0.808 3.710 0.1 0.0 0.1
H 0.026 5.187 3.069 -0.2 0.2 -0.2
H -0.882 6.566 1.148 0.0 -0.2 0.0
H -1.885 5.330 -0.829 0.2 -0.2 0.5
H -1.941 2.831 -0.787 0.1 0.2 -0.1
```
Positions in Å, forces in eV/Å.

Charge: +1
LUMO energy (alpha / beta) in eV: -2.8 / -5.8
ΔE to the lowest compared entry with this formula, charge and spin in kJ/mol: 0.00
2S+1: 5
Orbital gap (alpha / beta) in Eh: 0.210 / 0.205
⟨S²⟩: 6.0256

[4]
Molecular formula: C16H15ClMnS
Method: DFT, the ωB97M-V functional and the def2-TZVPD basis

The geometry in XYZ format:
```
34
Properties=species:S:1:pos:R:3:forces:R:3
C 2.328 -1.954 1.466 0.2 -1.3 -0.9
C 2.951 -0.751 0.977 0.3 -0.3 -0.7
C 2.848 -0.704 -0.432 0.6 -0.4 0.6
H 3.522 -0.041 1.577 -0.6 -0.1 -0.1
C 2.175 -1.874 -0.855 -0.1 -0.3 0.4
C 1.831 -2.685 0.305 1.3 0.5 0.8
H 1.449 -3.702 0.317 0.1 0.3 -0.1
H 2.367 -2.337 2.488 -0.1 0.3 -0.4
H 3.352 0.016 -1.082 -0.7 -0.1 0.3
H 2.054 -2.167 -1.900 -0.3 0.2 0.5
Mn 0.441 -1.183 0.819 0.2 1.2 -0.8
Cl 0.379 0.460 2.311 -0.5 0.2 0.3
C -0.128 3.124 -1.695 0.9 -0.3 -0.3
C 0.270 2.301 -2.782 0.3 0.0 0.3
C 1.684 2.127 -2.719 -0.2 0.3 0.5
H -0.399 1.809 -3.486 0.1 0.2 0.0
C 2.158 2.851 -1.587 -0.4 -0.1 -0.1
C 1.037 3.460 -0.955 0.1 -0.3 -0.7
H 1.084 4.147 -0.121 0.0 -0.1 0.2
H -1.134 3.449 -1.490 -0.2 0.0 0.1
H 2.313 1.574 -3.418 -0.2 0.0 0.1
H 3.198 2.913 -1.249 -0.3 0.1 -0.2
S -0.849 -0.891 -1.060 0.5 -0.5 -0.6
C -2.132 -1.029 0.088 -1.4 -0.1 0.3
C -3.032 0.063 0.153 0.2 -0.4 0.4
C -3.857 0.198 1.257 -0.3 -0.3 -0.2
C -3.855 -0.766 2.273 0.6 0.1 0.0
C -3.030 -1.888 2.157 -0.5 0.3 0.3
C -2.273 -2.111 1.007 0.2 0.8 -0.4
H -3.026 0.775 -0.679 0.2 -0.1 0.6
H -4.507 1.063 1.341 0.0 -0.1 0.0
H -4.454 -0.609 3.171 0.2 -0.1 -0.2
H -2.928 -2.541 3.018 -0.3 -0.3 -0.3
H -1.838 -3.096 0.785 0.3 0.6 0.3
```
Positions in Å, forces in eV/Å.

Charge: -1
LUMO energy (alpha / beta) in eV: 0.6 / 2.5
2S+1: 5
Orbital gap (alpha / beta) in Eh: 0.108 / 0.183
⟨S²⟩: 6.3740

[5]
Molecular formula: CH3O2S2
Method: DFT, the ωB97M-V functional and the def2-TZVPD basis

The geometry in XYZ format:
```
8
Properties=species:S:1:pos:R:3:forces:R:3
C 2.475 -0.416 0.311 1.8 0.5 -0.8
O -2.987 -1.178 -0.214 -1.2 -0.9 -0.2
O -2.593 1.390 -0.001 -0.2 0.0 0.2
S 3.985 -0.002 -0.198 -1.4 -0.4 0.5
S -1.893 -0.192 0.068 1.4 0.9 0.3
H 1.940 -1.220 -0.167 -0.2 -0.2 0.0
H 1.988 0.126 1.103 -0.2 0.1 0.2
H -2.914 1.492 -0.902 0.1 0.0 -0.2
```
Positions in Å, forces in eV/Å.

Charge: -1
LUMO energy in eV: 2.1
ΔE to the lowest compared entry with this formula, charge and spin in kJ/mol: 286.34
2S+1: 1
Orbital gap in Eh: 0.129